180
Properties=species:S:1:pos:R:3:forces:R:3:lowdin_charge:R:1 method="wB97M-V/def2-TZVPD" smiles=COCCNCCOC.COCCNCCOC.COCCNCCOC.COCCNCCOC.COCCNCCOC.COCCNCCOC.COCCNCCOC.CO.CO multiplicity=1 total_charge=0
C -0.75729 -8.71887 -5.97014 -0.2274 0.7665 -0.7400 -0.11
O -0.70301 -7.32262 -5.70887 -0.2863 0.6155 0.4231 -0.19
C -1.68966 -6.55431 -6.40586 -0.1695 0.4127 -0.1075 -0.22
C -1.75507 -5.05006 -6.05068 1.0242 -0.1036 1.4302 -0.18
N -2.42977 -4.80124 -4.73721 -0.2165 -0.7128 -0.1303 -0.06
C -2.46062 -3.41405 -4.31168 1.1859 0.6425 -1.0558 -0.18
C -1.05657 -2.66298 -4.23613 -1.7282 1.0050 0.2998 -0.22
O -0.07164 -3.34733 -3.51419 0.4431 -0.5640 0.7239 -0.17
C 0.82921 -2.49014 -2.81970 -0.0291 0.1804 -0.3264 -0.09
H -0.71456 -8.85068 -7.05130 0.1320 -0.2796 -0.2597 0.08
H -1.69648 -9.16827 -5.64760 -0.0589 -0.0309 0.3460 0.08
H 0.10711 -9.21157 -5.52498 -0.1591 0.2110 0.1593 0.09
H -2.69357 -6.95278 -6.25930 -0.1487 -0.2682 0.2992 0.12
H -1.51818 -6.60745 -7.48098 0.3116 -0.1537 -0.2605 0.11
H -2.12256 -4.49653 -6.91478 -0.8003 -0.0418 0.2687 0.12
H -0.76308 -4.62518 -5.89729 0.6289 -0.3674 -0.5141 0.10
H -1.82941 -5.29229 -4.09028 -0.0619 -0.3127 0.3016 0.10
H -2.96694 -3.15969 -3.38052 0.1183 -1.1308 0.4296 0.10
H -3.15250 -2.94784 -5.01315 0.4937 0.6792 -0.4104 0.11
H -1.33934 -1.76191 -3.69188 0.1619 0.2692 0.0412 0.08
H -0.68223 -2.28092 -5.18587 0.1340 -0.4038 -0.4062 0.12
H 1.33439 -1.81254 -3.50798 -0.0001 -0.1000 -0.2828 0.06
H 1.60008 -3.03168 -2.27143 -0.1893 -0.4966 -0.3191 0.08
H 0.36815 -1.84154 -2.07483 -0.6452 -0.0170 0.0763 0.08
C 1.48416 3.38028 5.38980 0.0018 -1.0693 2.5697 -0.17
O 1.56133 3.52378 4.05365 0.5129 1.4696 -2.2558 -0.19
C 2.46728 2.59755 3.47342 -1.2104 -1.0983 -0.2914 -0.20
C 2.76634 2.88579 2.02285 0.8184 1.2348 0.9581 -0.20
N 3.70740 3.99741 1.90735 0.4395 -0.1259 -1.3107 -0.04
C 3.83710 4.40333 0.48998 0.6709 -0.0465 0.8842 -0.21
C 4.61815 5.67944 0.34943 0.2264 0.9013 -0.4775 -0.25
O 3.84531 6.73523 0.86509 -1.2675 0.6745 0.3811 -0.21
C 4.36916 8.06908 0.85621 -0.0504 -1.2825 0.0611 -0.08
H 0.69276 3.93052 5.89875 -0.2500 0.3219 -0.6622 0.09
H 2.39709 3.63968 5.92586 0.4275 0.1751 -0.0707 0.09
H 1.30686 2.32865 5.61505 -0.1442 -0.3879 0.3614 0.09
H 1.92448 1.65239 3.48513 -0.0026 -0.5382 0.0393 0.12
H 3.35912 2.41079 4.07161 0.2562 0.5481 0.0308 0.13
H 1.87204 3.18383 1.47558 -0.4900 -0.6398 -0.0942 0.09
H 3.24513 1.98838 1.63105 -0.2266 -0.0423 -0.3349 0.13
H 3.40624 4.80057 2.44059 -0.2832 0.0604 0.0554 0.10
H 2.88667 4.52358 -0.02993 -0.4711 0.1809 0.0922 0.11
H 4.36804 3.65151 -0.09396 0.1501 -0.3448 0.2488 0.12
H 4.80162 5.84190 -0.71266 0.0058 0.1042 -0.3844 0.12
H 5.60484 5.67896 0.81262 0.1085 -0.4003 0.3673 0.12
H 5.09462 8.10215 1.66907 0.5199 0.4638 -0.3372 0.09
H 3.58802 8.79591 1.07901 -0.2658 -0.3935 0.0583 0.08
H 4.73913 8.30250 -0.14215 0.5087 0.1210 0.0944 0.08
C -0.58730 4.81573 -1.61853 0.3901 -0.5879 1.6639 -0.13
O -0.82484 4.64117 -2.95872 1.2897 0.5765 -1.0793 -0.18
C -2.12774 4.92475 -3.32762 -2.3053 -1.9799 -0.6101 -0.23
C -2.33449 4.72569 -4.87803 2.5501 1.0991 2.1566 -0.16
N -1.27352 5.62478 -5.34161 -0.7949 0.4189 -2.2030 -0.08
C -1.04361 5.40585 -6.76731 1.4232 -0.1403 0.6127 -0.20
C 0.10386 6.31773 -7.21577 -1.4534 0.2471 -1.3299 -0.27
O 1.32973 6.02766 -6.62484 0.6674 0.7132 0.6560 -0.19
C 2.17445 7.20895 -6.73190 -0.6047 -1.4757 0.4942 -0.07
H 0.44600 4.56089 -1.38308 0.2144 0.3417 -0.3597 0.08
H -1.13524 4.12083 -0.98216 -0.5844 -0.4017 -0.0955 0.07
H -0.82730 5.79150 -1.19620 0.0833 0.5005 -0.4227 0.09
H -2.48993 5.89905 -2.99954 0.2254 0.2549 -0.0819 0.12
H -2.67746 4.13620 -2.81370 -0.9582 0.1092 0.2180 0.10
H -3.30925 5.01423 -5.27134 0.0260 0.2703 0.3262 0.12
H -2.13051 3.69969 -5.18432 -0.0753 -0.3922 0.1910 0.11
H -0.35725 5.46419 -4.94820 -0.3150 -0.3518 0.8314 0.10
H -1.98153 5.46073 -7.31993 0.2180 0.5254 -0.2729 0.12
H -0.66153 4.39182 -6.88498 -0.0878 -0.5345 -0.3496 0.11
H -0.20968 7.34645 -7.03821 0.0554 0.2762 0.3187 0.12
H 0.28181 6.24629 -8.28876 -0.4192 -0.0944 -0.4560 0.12
H 3.18090 6.83010 -6.55399 0.0155 0.4091 -0.0753 0.09
H 1.85259 7.91329 -5.96481 0.2059 0.1836 0.0149 0.09
H 2.05720 7.66290 -7.71590 0.2323 -0.0259 -0.1035 0.08
C -1.74532 1.21876 4.09529 -1.0154 0.2528 -0.1449 -0.11
O -2.49668 0.32782 4.88104 0.3283 -1.0460 0.8207 -0.20
C -3.38839 -0.48934 4.11958 -0.5982 0.6620 0.4297 -0.19
C -4.23583 -1.39934 5.00755 -0.4158 -0.7164 1.0882 -0.18
N -3.50105 -2.54787 5.55903 1.8814 1.0240 -0.6177 -0.08
C -4.15438 -3.30207 6.59312 -0.5337 0.0520 -0.4209 -0.22
C -3.17993 -4.11405 7.44162 -1.1103 0.5029 -0.7729 -0.23
O -2.54274 -3.26658 8.39613 -0.0548 -1.6414 -1.5689 -0.20
C -1.69203 -4.02864 9.26284 -1.0406 1.5333 -0.0069 -0.10
H -1.09208 0.69843 3.39484 0.4097 0.0554 0.0977 0.08
H -1.26505 1.94583 4.75012 0.4243 -0.4396 0.0541 0.09
H -2.43975 1.81225 3.50062 -0.1592 0.1369 -0.3973 0.07
H -2.89175 -1.09137 3.35865 0.2819 0.0753 -0.1114 0.12
H -4.01373 0.27492 3.65812 -0.5704 -0.4443 -0.5872 0.10
H -5.14138 -1.79753 4.54980 0.1914 0.0884 -0.9091 0.12
H -4.68004 -0.88038 5.85695 0.1621 0.8864 0.1800 0.11
H -2.70611 -2.11696 6.00902 0.5166 0.0632 -0.0109 0.08
H -4.79419 -3.96347 6.00891 -0.5161 -0.3797 0.6678 0.12
H -4.73367 -2.61021 7.20456 -0.4336 -0.2187 0.4901 0.12
H -2.56237 -4.61931 6.69903 1.0615 0.2185 0.1755 0.12
H -3.71767 -4.94829 7.89217 -0.2100 0.1125 0.6451 0.12
H -2.33973 -4.66603 9.86477 0.2040 -0.0579 0.3964 0.08
H -1.31409 -3.14943 9.78462 0.8207 -0.9033 0.8363 0.09
H -0.94101 -4.65238 8.77806 0.1382 0.2862 -0.2904 0.09
C -5.73428 3.74499 -0.82002 -0.2662 -0.4664 -0.3233 -0.10
O -6.32613 2.44991 -0.96317 -0.2859 0.2258 -0.3549 -0.21
C -6.32833 1.65876 0.22304 1.8320 0.7644 0.1208 -0.19
C -4.90902 1.35987 0.74612 0.4076 -1.3065 0.8296 -0.19
N -4.00455 0.39013 0.03123 -1.5674 0.0516 -0.3014 -0.03
C -3.91914 0.67467 -1.39471 -0.1245 -0.0736 -0.6052 -0.20
C -3.19496 -0.39743 -2.22142 0.3173 -0.9953 1.3604 -0.24
O -3.07749 -0.22254 -3.59109 -1.2287 1.3092 -2.3293 -0.20
C -4.31573 -0.04603 -4.35931 0.6966 -0.2605 -0.1047 -0.07
H -5.92312 4.31691 -1.72850 -0.0130 -0.3574 -0.1986 0.09
H -4.65469 3.68337 -0.68291 0.1162 -0.0287 0.0711 0.06
H -6.17003 4.35544 -0.02909 -0.1513 -0.2616 0.4763 0.09
H -6.83352 0.69650 0.13985 -0.2940 0.2863 -0.7787 0.13
H -6.82845 2.27235 0.97236 -0.1233 -0.2405 0.4723 0.12
H -5.09278 0.84938 1.69148 -0.1752 -0.0020 0.2845 0.09
H -4.38147 2.25376 1.07890 0.0899 0.4273 -0.4618 0.08
H -3.05884 0.54167 0.35182 0.0480 -0.1489 0.4905 0.06
H -3.42378 1.64549 -1.41042 0.1971 0.3048 -1.1797 0.11
H -4.90407 0.73347 -1.85791 -0.1081 0.3790 0.3332 0.11
H -3.60520 -1.39903 -2.09264 -0.9209 -0.0294 0.6022 0.11
H -2.18783 -0.57762 -1.84549 0.3884 0.5020 -0.0370 0.11
H -5.12177 -0.72652 -4.08481 -0.0049 0.0828 0.7105 0.09
H -4.18062 -0.28255 -5.41473 0.9471 -0.3778 0.0461 0.08
H -4.66832 0.98090 -4.45517 0.0087 0.2036 0.9125 0.08
C 4.01078 -2.27700 0.98933 -0.8531 -0.4543 0.7103 -0.07
O 2.90921 -1.72711 1.77212 0.7961 0.0698 -0.6274 -0.17
C 1.65010 -2.27045 1.46201 -0.5424 -0.8899 -0.4292 -0.26
C 0.57944 -1.79581 2.41144 0.4915 0.0509 0.1026 -0.23
N 0.78966 -2.39994 3.70408 -1.2287 0.4092 1.5725 -0.04
C -0.32043 -2.11598 4.67921 0.6072 -1.8600 -0.2879 -0.16
C 0.08935 -2.84116 6.01184 -0.6810 2.2548 -0.9642 -0.19
O 1.22754 -2.09406 6.44564 -0.0102 -0.8030 0.6320 -0.19
C 1.69602 -2.57392 7.69273 -0.2074 0.3770 0.0022 -0.11
H 4.42158 -3.16735 1.46539 0.0756 0.0338 0.5533 0.07
H 4.79991 -1.53064 0.89820 -0.2904 0.0335 -0.1242 0.10
H 3.68762 -2.67005 0.02540 -0.2002 0.6654 -0.2219 0.06
H 1.65307 -3.35820 1.53187 0.2831 -0.3374 0.1179 0.12
H 1.31986 -2.06925 0.44292 0.2805 0.4388 -0.4221 0.10
H -0.41868 -2.08650 2.08380 0.0581 -0.1904 -0.3739 0.13
H 0.59331 -0.70661 2.37217 -0.0537 0.5101 0.3775 0.09
H 1.57494 -1.99938 4.19700 0.6084 0.0034 -0.4479 0.10
H -1.25695 -2.55235 4.33190 0.0842 -0.3112 -0.2237 0.09
H -0.54000 -1.05062 4.74922 0.3311 0.0965 0.6974 0.09
H 0.24093 -3.91102 5.86859 0.6449 -0.0538 -0.3513 0.12
H -0.68834 -2.77762 6.77293 -0.2561 0.2918 0.1084 0.09
H 2.55156 -1.97478 8.00444 0.3668 -0.4152 -0.4021 0.09
H 1.85557 -3.65008 7.62538 0.5768 -0.0676 0.1233 0.09
H 0.99373 -2.41964 8.51193 -0.6299 0.0503 -0.0673 0.07
C 5.53359 -5.97429 1.33817 -0.5363 1.2782 -0.7962 -0.08
O 6.14147 -5.10114 0.29720 -0.2807 -2.0307 0.5694 -0.23
C 6.27485 -5.67870 -1.04581 0.0015 2.2798 0.7240 -0.14
C 6.82443 -4.48919 -1.96014 0.0242 -1.6099 -1.0159 -0.21
N 6.04253 -3.29737 -1.92626 -0.8267 0.2780 0.9219 -0.07
C 4.77530 -3.39734 -2.64372 -0.1002 0.7637 0.1885 -0.19
C 4.27140 -1.98423 -3.00950 -1.0510 0.1414 -0.5297 -0.21
O 3.79426 -1.18150 -1.92539 -0.5363 0.6668 0.3925 -0.21
C 3.07480 0.04522 -2.29332 1.3457 -0.6246 -0.2543 -0.06
H 4.47377 -6.19222 1.20636 -0.3261 0.2500 -0.9789 0.07
H 5.47554 -5.35361 2.23231 0.7638 -0.1801 0.0944 0.08
H 5.92944 -6.97512 1.51072 1.0015 0.3277 -0.1764 0.08
H 5.25557 -5.87479 -1.37855 -0.0096 -0.3966 -0.2545 0.10
H 6.87791 -6.58665 -1.05154 0.1295 0.0902 -0.0015 0.11
H 6.72260 -4.81691 -2.99471 0.3379 -0.5998 -0.1574 0.10
H 7.86039 -4.15834 -1.88672 0.1992 -0.7316 0.7977 0.11
H 5.80969 -3.27510 -0.94372 -0.1731 1.0209 0.4157 0.08
H 4.07582 -4.03595 -2.10427 -0.5749 0.2810 0.1218 0.11
H 4.94817 -3.92893 -3.57946 0.0740 0.1956 -0.2705 0.12
H 3.42767 -1.99950 -3.69941 -0.0255 -0.6860 -0.3552 0.09
H 5.07619 -1.53316 -3.58997 0.3482 0.4663 0.3593 0.12
H 3.78563 0.71071 -2.78315 0.0223 0.1043 -0.2248 0.08
H 2.70619 0.59642 -1.42821 0.2459 -0.6104 0.4297 0.07
H 2.21876 -0.08945 -2.95448 0.0989 -0.4436 -0.1182 0.07
C 0.08362 1.05640 -0.17509 -0.0247 -0.1121 -0.0484 -0.13
O -1.17595 1.01489 0.47858 0.6114 -0.1899 0.0520 -0.14
H -0.05874 0.60894 -1.15875 0.2857 0.0703 -0.0854 0.07
H 0.47260 2.07072 -0.26431 -0.2313 0.2304 -0.2958 0.07
H 0.86125 0.52564 0.37419 -0.0662 -0.4061 0.1086 0.06
H -1.29106 1.85461 0.92940 -0.4517 0.1539 0.0786 0.01
C -1.11928 3.99414 2.32268 1.1981 0.9560 -0.8097 -0.13
O -2.02481 3.38138 1.43529 -1.4582 0.0681 0.7121 -0.15
H -1.05427 5.02975 1.98893 0.9705 0.1358 -0.2943 0.09
H -1.30225 4.16693 3.38323 -0.7135 -1.1777 0.2192 0.09
H -0.23169 3.38931 2.13709 0.4213 0.7216 0.6739 0.07
H -2.77676 3.97611 1.38560 -0.3888 -0.3008 -0.3382 0.09



26
Properties=species:S:1:pos:R:3:forces:R:3:lowdin_charge:R:1 method="wB97M-V/def2-TZVPD" multiplicity=1 total_charge=0
C 0.66917 2.22432 -0.29936 -1.4100 2.3886 1.4649 -0.12
C -0.56660 2.22371 0.25450 1.9944 -0.6942 -0.5009 -0.10
C 1.36861 1.29794 -1.13042 2.5875 -0.9831 -1.6202 -0.12
C -1.48876 1.12049 0.15784 -0.7881 0.3022 -0.4211 -0.14
C 0.96154 0.18823 -1.80215 -1.4895 0.3614 1.1427 -0.20
C -1.48853 0.06303 0.94643 -0.6992 -1.3356 -0.2949 -0.66
C 3.10573 -0.87174 -2.55444 -1.5793 3.3467 2.1216 -0.03
C 0.46260 -1.15076 1.11443 -0.1991 2.1205 1.2044 -0.02
C -3.46161 -1.33036 2.43107 1.1830 1.0617 -1.0989 -0.34
O 1.63444 -0.73365 -2.49537 0.6608 -0.8018 -0.6065 -0.16
O -0.49702 -0.27346 1.80862 0.8980 0.1676 -0.3099 -0.15
S -2.70380 -1.23017 0.72820 -0.5542 -0.1562 0.2525 0.86
H 1.20335 3.17162 -0.04324 -0.0322 -0.9739 -0.4702 0.11
H -0.90637 3.01492 0.89588 0.1927 0.5710 0.0328 0.10
H 2.45922 1.57738 -1.24472 -1.2013 -0.4702 0.0519 0.12
H -2.24577 1.26846 -0.60523 -0.4836 -0.3744 0.3291 0.12
H -0.10927 -0.16288 -1.71035 1.2208 0.6319 -0.3257 0.15
H 3.41245 -0.68125 -1.40545 0.0730 -0.7595 -2.8045 0.13
H 3.42946 -0.00606 -3.23145 0.1885 -1.4073 1.0416 0.11
H 3.25672 -1.85026 -2.98709 0.3276 -0.0328 0.2322 0.07
H 0.01566 -2.09605 1.05967 -0.3637 -1.3995 -0.7025 0.07
H 1.31802 -1.14409 1.72510 0.9308 -0.4645 1.4119 0.08
H 0.88603 -0.66554 0.24968 -0.8094 -0.2706 -0.6592 0.05
H -2.64407 -1.10838 3.11982 -0.1834 -0.5391 0.1596 0.03
H -3.88857 -2.31616 2.49922 -0.0725 -0.1950 0.3311 0.02
H -4.18261 -0.52927 2.51880 -0.3918 -0.0938 0.0381 0.02



Respective Kohn-Sham gap values: 8.716 8.783 eV.
Respective relative energy (zero: lowest compared OMol25 entry of this formula, charge and spin) values: 179.8 37.6 kcal per mole.